# C56H54F13N2O30P2S

7 unconnected molecules or ions with the total composition C56H54F13N2O30P2S at a distorted geometry (the ωB97M-V functional and the def2-TZVPD basis, the Open Molecules 2025 dataset).

XYZ file:
```
158
Properties=species:S:1:pos:R:3
N 0.69853 -1.31746 2.01620
C 0.47353 0.20340 1.88661
C -0.99745 0.51348 1.21410
P -1.12416 2.18615 0.30088
O 0.20420 1.97049 -0.80749
C -0.17688 1.05740 -1.89994
C 0.79097 0.86563 -3.20370
C 1.26551 2.24235 -3.94814
C 2.17562 3.25478 -2.99561
N 1.29567 4.37262 -2.47267
C 1.96118 5.18083 -1.37951
C 1.36316 6.73748 -1.25757
C 2.37252 8.07079 -1.24049
C 1.77850 9.60110 -1.12363
C 0.14929 9.93289 -1.06224
C -0.85695 8.63592 -1.07261
C -0.25009 7.08122 -1.14500
O -1.27075 6.00650 -1.10087
C -1.83470 1.06302 -2.11849
C -2.30381 -0.49488 -2.46699
C -3.92248 -0.67991 -2.63657
C -4.74388 -0.74849 -1.18054
F -3.79330 -1.22440 -0.15277
F -5.20264 0.67570 -0.96477
C -6.09611 -1.63645 -1.36946
F -5.70816 -3.00345 -1.88784
F -6.78362 -1.01886 -2.57282
C -7.20094 -1.63141 -0.19976
F -8.08569 -2.83577 -0.43974
F -8.12543 -0.47161 -0.51491
C -6.79823 -1.45578 1.34314
F -5.89143 -0.32668 1.69473
F -8.09384 -1.07398 2.03782
S -6.19703 -2.95017 2.28198
F -7.73472 -3.70629 2.33584
F -5.66982 -3.79995 0.90565
F -4.63287 -2.19439 2.49136
F -6.65288 -2.12953 3.75864
F -5.59610 -4.24572 3.23772
P -2.63590 2.50959 -3.06858
O -3.97502 3.02938 -2.33587
O -3.18167 2.03934 -4.69264
O -1.63111 3.91492 -3.27562
O -2.30093 1.33793 -0.71843
H 1.25463 -1.53211 2.88218
H 1.26078 -1.67557 1.21348
H 1.34287 0.70877 1.28149
H 0.42234 0.61253 3.00148
H -1.20986 -0.38065 0.45337
H -1.84910 0.41048 2.03996
H -0.12382 2.69090 1.24705
H -2.19886 2.51913 1.23826
H -1.31534 3.46448 -0.36426
H -0.05730 -0.00152 -1.36074
H 1.74394 0.26639 -2.87157
H 0.23395 0.19089 -4.00828
H 2.00468 1.90823 -4.82459
H 0.38528 2.81767 -4.51279
H 3.03611 3.73256 -3.62917
H 2.67944 2.70094 -2.08081
H 0.93333 4.97844 -3.24337
H 1.76001 4.68016 -0.33823
H 3.13083 5.32751 -1.56408
H 3.53226 7.82406 -1.28249
H 2.51092 10.51261 -1.07983
H -0.30245 11.01468 -1.01086
H -2.03778 8.79872 -1.02934
H -2.19316 6.40202 -1.10530
H -1.79325 -1.29491 -1.75024
H -1.83266 -0.71393 -3.54210
H -4.40725 0.23424 -3.23228
H -4.09672 -1.62187 -3.30708
H -2.88742 1.08548 -4.84377
H -2.16776 4.75194 -3.39749
C 6.19652 -1.70840 -5.25056
C 5.40820 -0.85988 -4.58777
C 4.02186 -0.57124 -5.04863
O 3.31452 0.19853 -4.40822
C 3.55294 -1.23021 -6.27764
C 4.34263 -2.07603 -6.94218
C 5.71868 -2.38551 -6.46591
O 6.41436 -3.18129 -7.08794
O 3.90927 -2.69670 -8.09941
O 5.85131 -0.21768 -3.44613
H 7.20546 -1.92907 -4.92551
H 2.54973 -0.99787 -6.61131
H 4.65977 -3.25936 -8.39038
H 5.09871 0.34026 -3.15191
C 4.57166 -2.55313 3.92094
C 3.57184 -2.27911 4.76118
C 3.80802 -2.13753 6.22467
O 2.87275 -1.86669 6.96961
C 5.17742 -2.33695 6.72423
C 6.17646 -2.61438 5.88423
C 5.94495 -2.72858 4.41812
O 6.88654 -2.96635 3.66910
O 7.46534 -2.80568 6.34726
O 2.27798 -2.11546 4.30154
H 4.41455 -2.65655 2.85467
H 5.33192 -2.24884 7.79199
H 8.00479 -2.99150 5.54790
H 1.73974 -1.92371 5.10017
C -3.72695 -5.57147 -1.94910
C -3.95446 -6.70423 -1.28141
C -3.15708 -7.93322 -1.54859
O -3.37646 -8.95386 -0.90580
C -2.12445 -7.87087 -2.59473
C -1.89945 -6.73899 -3.26469
C -2.67803 -5.50293 -2.97815
O -2.43578 -4.47265 -3.59783
O -0.93239 -6.67414 -4.25099
O -4.94044 -6.77700 -0.31462
H -4.29751 -4.67018 -1.76345
H -1.56440 -8.77612 -2.79119
H -0.96145 -5.75087 -4.58450
H -4.90722 -7.69851 0.02300
C 0.45900 -8.62959 1.10137
C 0.87770 -8.05348 -0.02712
C 2.32782 -7.85949 -0.30486
O 2.68290 -7.34412 -1.35906
C 3.29012 -8.29803 0.71802
C 2.87106 -8.87097 1.84796
C 1.42262 -9.08978 2.11308
O 1.06900 -9.63577 3.15279
O 3.76986 -9.28300 2.81470
O -0.02223 -7.61600 -0.98151
H -0.59189 -8.77884 1.31510
H 4.34007 -8.13489 0.51133
H 3.22188 -9.66648 3.53384
H 0.52603 -7.23806 -1.70321
C -5.00484 5.99172 0.42659
C -6.14724 5.61761 1.00597
C -7.45341 6.19676 0.58627
O -8.48846 5.81943 1.12414
C -7.44588 7.21908 -0.47175
C -6.30300 7.59555 -1.04859
C -5.00049 6.99633 -0.64794
O -3.96880 7.34942 -1.20928
O -6.28839 8.55775 -2.04164
O -6.15893 4.67583 2.01840
H -4.04864 5.57730 0.72027
H -8.40006 7.64471 -0.75479
H -5.34525 8.65354 -2.29818
H -7.10266 4.57572 2.27067
C 5.81002 3.93330 7.20744
C 5.58251 2.80054 7.87513
C 6.37990 1.57155 7.60794
O 6.16051 0.55091 8.25074
C 7.41253 1.63390 6.56181
C 7.63752 2.76578 5.89184
C 6.85895 4.00184 6.17839
O 7.10119 5.03212 5.55870
O 8.60459 2.83063 4.90554
O 4.59654 2.72777 8.84191
H 5.23946 4.83459 7.39308
H 7.97258 0.72864 6.36534
H 8.57552 3.75390 4.57203
H 4.62976 1.80625 9.17954
```

Total charge: -1
DFT total energy in Ha: -6911.41098
LUMO in eV: -0.726